94
Properties=species:S:1:pos:R:3:forces:R:3 method="wB97M-V/def2-TZVPD" homo_energy_ev=-9.810 largest_force_ev_per_a=3.0 e_lumo_ev=0.0 orbital_gap_ev=9.8 energy_ha=-5741.01904
C 5.43043 1.28507 0.36676 -0.7 0.8 0.2
C 4.42661 2.53802 0.41408 0.5 0.0 1.4
C 4.80789 3.67669 -0.59904 0.7 -1.2 -0.8
O 3.71881 4.51606 -0.98876 0.4 0.2 1.2
C 3.26961 5.32943 0.07124 -0.6 0.1 -0.1
O 1.87916 5.63788 -0.19270 -0.9 -0.3 -0.5
S 0.91323 4.32033 0.16627 -0.2 -2.7 -1.1
O 1.06806 3.24127 -0.85612 0.0 2.4 1.8
O -0.67814 4.86198 -0.06280 1.6 0.3 0.1
C -1.58345 3.89534 0.50394 -1.2 0.2 0.0
C -2.00926 2.74977 -0.50486 -0.1 -1.0 0.6
C -1.45265 1.33570 -0.10256 0.0 0.1 -0.4
F -1.67478 3.05597 -1.84082 -0.1 -0.1 1.1
H 4.94555 0.34132 0.78001 0.6 1.3 -0.6
H 6.29698 1.53600 1.03827 -0.6 -0.5 -0.9
H 5.74354 1.15553 -0.70368 0.0 -0.2 1.1
H 3.35054 2.21672 0.35025 1.1 0.4 -0.4
H 4.55401 2.97522 1.44891 -0.4 -0.5 -0.9
H 5.68775 4.30365 -0.26751 -0.9 -0.6 0.0
H 5.16091 3.16714 -1.54172 -0.5 0.7 0.7
H 3.79476 6.31736 0.09707 -0.5 -0.7 -0.1
H 3.30766 4.84660 1.08196 0.3 0.1 -0.8
H -2.52164 4.46876 0.74616 1.1 -0.3 -0.3
H -1.21724 3.50014 1.49296 -0.1 0.1 -1.0
H -3.13414 2.68440 -0.48722 1.1 0.2 0.0
H -1.93865 0.56301 -0.76021 0.4 0.6 0.7
H -1.67970 1.10843 0.97427 -0.1 0.3 -1.0
H -0.34677 1.24338 -0.22593 -0.9 0.4 0.0
C -7.79863 2.32267 0.36766 -0.2 0.5 -0.5
C -6.76021 1.84769 -0.63056 -0.6 -0.8 -0.1
O -5.50645 2.29412 -0.09527 0.0 0.5 0.8
S -5.58481 2.28227 1.51943 -0.4 -0.2 -0.4
O -4.99482 1.06790 1.98939 -0.2 0.8 0.1
O -5.18817 3.56928 1.99725 0.1 -0.7 -0.2
O -7.19096 2.14953 1.65414 0.8 -0.3 -0.1
H -8.01941 3.38520 0.23630 0.0 0.0 0.0
H -8.72366 1.75089 0.30342 0.1 0.0 0.2
H -6.92201 2.25881 -1.62621 0.2 0.2 0.1
H -6.73194 0.75149 -0.68848 -0.2 0.9 0.1
C 4.69221 -1.49332 4.75402 0.2 0.3 0.5
C 3.30709 -1.68531 5.34493 0.1 -0.6 0.0
O 2.46294 -0.80734 4.59501 0.4 0.4 -0.6
S 3.01910 -0.69911 3.08094 0.0 -0.1 0.6
O 2.27527 -1.60689 2.26250 0.5 0.6 0.0
O 3.18488 0.67762 2.75384 -0.4 -0.6 0.0
O 4.47940 -1.34290 3.34719 -0.8 -0.1 -0.2
H 5.15960 -0.57938 5.12825 0.0 0.0 0.0
H 5.34630 -2.34094 4.95093 0.0 0.0 -0.3
H 3.26918 -1.44102 6.40456 -0.1 0.2 -0.1
H 2.95118 -2.70795 5.19474 0.1 0.0 0.1
C -4.52011 -0.59258 -3.63381 0.5 0.4 0.2
C -3.66817 -1.68184 -3.00753 0.0 -0.3 -0.6
O -4.32779 -2.00202 -1.77888 -0.7 0.5 0.1
S -5.92172 -1.80902 -1.96664 0.4 -0.3 -0.4
O -6.50458 -3.08226 -2.24311 0.0 0.9 0.4
O -6.39660 -0.95424 -0.92184 0.2 -1.5 -0.4
O -5.87258 -0.96235 -3.34271 0.0 -0.6 0.5
H -4.32359 0.37809 -3.17114 0.0 0.0 0.0
H -4.37012 -0.51763 -4.70929 -0.2 -0.1 0.0
H -2.64703 -1.35491 -2.82097 -0.1 0.0 0.3
H -3.65433 -2.58086 -3.62919 0.0 0.1 0.0
C -9.77221 -1.46570 1.32679 0.2 0.3 0.5
C -11.17531 -1.59921 1.89240 0.1 -0.6 0.0
O -11.96488 -0.67463 1.13925 0.5 0.4 -0.5
S -11.37709 -0.57814 -0.36526 0.0 -0.3 0.2
O -12.14534 -1.43838 -1.20695 0.5 0.7 0.2
O -11.14598 0.79845 -0.67184 -0.3 -0.6 0.0
O -9.95269 -1.29040 -0.08067 -0.7 0.1 -0.1
H -9.26944 -0.57823 1.72043 0.0 -0.1 0.0
H -9.16117 -2.34464 1.52447 0.0 0.0 -0.3
H -11.21964 -1.36492 2.95420 -0.1 0.2 -0.1
H -11.57592 -2.60237 1.72436 0.1 0.0 0.0
C 3.04863 -2.79398 -1.11519 -0.2 -0.3 0.6
C 4.30382 -2.36225 -0.38055 -0.2 0.7 0.0
O 5.33622 -3.21955 -0.87863 -0.2 -0.5 -0.6
S 5.02104 -3.58552 -2.42255 -0.4 0.2 0.3
O 5.78409 -2.70728 -3.25490 -0.3 -0.7 0.2
O 5.05645 -5.00557 -2.56414 0.3 0.8 -0.1
O 3.48075 -3.09622 -2.44670 0.9 0.1 -0.1
H 2.62706 -3.70241 -0.67811 0.0 0.1 0.0
H 2.28995 -2.01357 -1.12898 0.1 0.0 -0.2
H 4.20903 -2.46249 0.69841 0.2 -0.2 -0.1
H 4.57112 -1.33214 -0.62812 -0.1 0.0 0.0
C 8.96310 -3.96331 -1.70566 -0.6 0.2 0.2
C 9.25055 -2.56050 -2.20832 0.0 -0.2 -0.6
O 10.25816 -2.05514 -1.32726 0.2 -0.6 0.6
S 11.19977 -3.27805 -0.84080 -0.2 0.0 -0.2
O 12.37096 -3.30108 -1.65873 -0.5 -0.1 0.7
O 11.25787 -3.26139 0.58593 0.2 0.1 -0.7
O 10.23299 -4.48809 -1.30825 0.5 0.6 -0.1
H 8.31191 -3.94247 -0.82790 0.0 0.0 -0.1
H 8.51580 -4.59234 -2.47366 0.2 -0.1 0.0
H 8.36850 -1.92345 -2.18984 0.1 0.1 0.2
H 9.66333 -2.57986 -3.22029 -0.1 0.0 0.0

---

70
Properties=species:S:1:pos:R:3:forces:R:3 method="wB97M-V/def2-TZVPD" multiplicity=6 homo_energy_ev="-1.088 / -1.756" s2=8.762 largest_force_ev_per_a=1.6 e_lumo_ev="4.4 / 4.4" total_charge=-2 orbital_gap_ev="5.5 / 6.2" energy_ha=-3483.91020
Mn 0.21142 0.24823 0.67972 -0.9 -0.4 0.0
N -2.42559 1.29611 0.36535 0.0 0.1 0.0
C -3.14414 0.28122 -0.39801 0.1 -0.1 0.2
C -2.61570 -1.14222 -0.09761 0.1 0.2 -0.2
O -3.42602 -2.08571 -0.21261 -0.1 0.1 0.0
N -1.33962 -1.19102 0.24356 0.0 0.1 0.3
C -0.84062 -2.46608 0.73985 0.0 0.1 0.2
C -0.12833 -2.25861 2.09556 -0.2 -0.4 -0.3
O -0.19298 -3.14365 2.95788 0.1 0.1 -0.1
O 0.49293 -1.14311 2.22688 0.2 -0.1 0.2
H -2.59803 1.19004 1.35773 0.1 0.0 0.1
H -2.68881 2.23871 0.10140 0.0 -0.1 0.0
H -3.01062 0.49180 -1.46304 0.0 -0.1 0.0
H -4.22092 0.26547 -0.19085 0.0 -0.1 -0.1
H -0.08902 -2.88152 0.05594 0.0 0.0 0.0
H -1.64486 -3.19210 0.85724 0.1 0.0 0.0
C 2.72475 -0.39519 6.61028 -0.1 0.0 -0.1
C 2.01538 -0.75623 5.30478 0.2 0.0 0.4
N 1.31604 0.39682 4.76081 -0.3 -0.4 -0.3
C 0.02938 0.33779 4.34035 0.2 0.4 0.1
S -0.55320 1.51958 3.31617 -0.2 0.0 0.2
N -0.73155 -0.69639 4.89420 -0.3 0.1 0.1
C -1.35984 -0.43794 6.19381 0.1 0.1 -0.1
C -2.57693 0.48851 6.14774 0.2 -0.1 -0.1
H 3.22664 -1.26645 7.03637 0.0 0.0 0.0
H 2.00053 -0.01993 7.33560 0.0 0.0 0.0
H 3.46941 0.38487 6.43943 0.0 0.0 0.1
H 1.27749 -1.53688 5.47033 0.0 0.0 -0.1
H 2.74104 -1.13148 4.57888 -0.1 0.0 -0.1
H 1.86732 1.00993 4.17660 0.0 0.2 0.1
H -1.39633 -1.03172 4.20743 0.0 0.0 0.0
H -0.59154 -0.00432 6.83949 0.0 -0.1 0.1
H -1.64748 -1.40400 6.61621 0.1 0.0 0.0
H -2.30390 1.42893 5.67325 -0.1 0.1 0.0
H -2.95228 0.68714 7.15525 0.0 0.0 0.0
H -3.37479 0.02898 5.56134 0.0 0.0 0.0
C 0.09943 4.16081 1.01360 -0.1 -0.4 0.0
Si 0.87106 2.59283 0.13933 0.5 1.5 -0.2
C 0.61296 3.14836 -1.75782 0.2 -0.1 0.1
C 1.21247 4.50837 -2.12059 0.0 -0.1 0.1
C 1.18114 2.08719 -2.70717 0.0 0.0 0.1
C -0.89861 3.20976 -2.00381 0.1 -0.1 0.1
C 2.79758 2.87134 0.63082 -0.1 -0.1 -0.1
C 3.20858 4.32001 0.90673 -0.1 -0.1 -0.1
C 3.72708 2.29147 -0.43797 -0.1 0.0 0.1
C 3.01244 2.07764 1.92782 -0.1 0.1 -0.1
H 0.56936 5.10410 0.72317 0.0 0.0 0.0
H 0.18389 4.05319 2.09853 0.0 0.0 0.0
H -0.97041 4.23603 0.79152 0.0 0.0 0.0
H 2.29057 4.52865 -1.94344 0.0 0.0 -0.1
H 0.75426 5.30840 -1.53272 0.1 0.0 0.0
H 1.04266 4.73324 -3.18497 0.0 0.0 0.0
H 2.27164 2.07089 -2.68619 0.0 -0.1 0.0
H 0.86695 2.28630 -3.74277 0.0 0.0 0.0
H 0.83247 1.09074 -2.42739 0.0 0.0 -0.1
H -1.37100 3.98219 -1.39024 -0.1 0.0 0.0
H -1.35437 2.24734 -1.76089 -0.1 0.0 -0.1
H -1.11050 3.43812 -3.05792 0.0 0.0 0.0
H 3.04667 4.95700 0.03337 0.0 0.0 0.1
H 4.27620 4.36997 1.17028 0.0 0.0 0.0
H 2.63704 4.73442 1.74063 0.0 0.1 0.0
H 3.70110 2.89320 -1.35008 0.1 0.0 0.0
H 3.43648 1.26981 -0.69093 0.1 0.0 -0.1
H 4.76712 2.27271 -0.07936 0.0 0.0 0.0
H 2.41713 2.52149 2.73291 0.0 -0.1 0.0
H 4.07159 2.08673 2.22598 0.0 0.0 0.0
H 2.69762 1.03670 1.80271 0.1 0.0 0.1
S 3.46450 -2.17962 -2.00366 0.5 -0.4 -0.4
C 2.39099 -1.30256 -1.16813 -0.6 0.6 0.4
N 1.62864 -0.63762 -0.58049 0.5 -0.6 -0.4

---

90
Properties=species:S:1:pos:R:3:forces:R:3 method="wB97M-V/def2-TZVPD" de_lowest_kcal_mol=300.7 homo_energy_ev=-12.648 largest_force_ev_per_a=8.9 e_lumo_ev=-5.0 total_charge=+1 orbital_gap_ev=7.7 energy_ha=-2948.65383
C -2.59123 -0.55321 -0.15635 0.1 0.8 -0.9
C -1.88029 -1.69869 -1.08906 -0.8 0.1 0.0
C -1.51563 -3.09875 -0.31045 -2.3 0.3 -1.2
O -0.53383 -2.96641 0.77717 2.0 -1.6 -1.9
C 0.80975 -3.41413 0.37927 -0.6 -0.5 1.4
N 1.62213 -2.12920 0.12100 1.3 1.4 -1.5
C 1.76317 -1.71250 -1.33051 1.7 3.3 -0.4
O 1.19139 -2.46471 -2.49010 1.1 2.8 3.6
C 2.60904 -0.33348 -1.75384 -0.4 -0.8 4.4
C 3.24045 0.56130 -0.52657 -1.8 -4.0 0.5
O 3.97836 1.83031 -0.77955 -0.6 -5.0 0.7
N 2.96550 2.72886 -0.98659 -2.8 3.9 4.8
O 2.63567 3.21699 0.10977 1.2 -1.8 -5.0
C 3.04349 0.02071 1.00879 -1.7 -2.1 -2.4
C 2.18736 -1.38425 1.31009 2.1 3.5 -3.1
C 2.01931 -1.78878 2.89050 -0.2 -0.1 0.3
C 3.46637 -1.85316 3.69949 4.0 4.2 2.8
O 4.03957 -0.72795 4.16753 -4.2 -7.1 -3.4
O 4.19117 -3.13350 3.99180 -3.2 3.1 0.8
H -2.35638 0.49434 -0.67825 -0.6 -2.3 1.2
H -3.76942 -0.67955 -0.20059 2.6 0.2 0.4
H -2.16629 -0.47234 0.93103 -1.0 -0.4 -2.0
H -0.97681 -1.20371 -1.65627 -1.5 -1.2 1.2
H -2.67533 -1.98419 -1.93111 2.1 0.5 2.0
H -1.23812 -3.89451 -1.13146 -0.1 1.4 1.8
H -2.51888 -3.50031 0.19403 2.3 1.0 -1.0
H 1.34469 -3.98583 1.28040 -1.3 1.5 -1.9
H 0.84136 -4.15125 -0.52900 -0.1 1.9 1.5
H 0.84744 -1.77064 -3.14783 0.7 -1.1 1.3
H 2.71330 -0.05627 -2.89651 -0.2 -0.6 2.6
H 3.49460 0.60478 1.93330 -1.1 -1.4 -2.2
H 1.42424 -2.77607 3.09221 1.3 1.8 -0.7
H 1.40231 -0.92189 3.43086 1.5 -1.8 -1.4
H 4.13200 -3.19822 5.00920 0.5 0.2 -2.0
C 5.13533 -0.72618 -5.99024 0.2 -0.3 0.1
N 3.86438 0.00650 -5.74240 -0.6 1.1 -0.7
O 3.18866 -0.34579 -4.76862 0.4 0.5 -1.0
O 3.58099 0.91471 -6.53231 0.3 -1.7 1.7
H 5.25647 -1.49326 -5.22254 -0.1 0.2 -0.2
H 5.06637 -1.17973 -6.98115 0.0 0.2 0.1
H 5.94928 0.00015 -5.94156 -0.2 -0.1 -0.2
C -4.64141 -1.40704 -5.30619 -0.4 -0.2 -0.4
N -4.26946 -1.79170 -3.91794 -0.2 0.1 0.6
O -5.03968 -1.45404 -3.01147 1.4 -0.8 -0.9
O -3.21483 -2.42188 -3.77736 -1.5 0.7 -0.1
H -5.58660 -0.86078 -5.28028 0.4 -0.4 0.1
H -3.84165 -0.77561 -5.69866 -0.1 -0.2 0.1
H -4.74298 -2.32627 -5.88683 0.2 0.1 0.2
C -0.15209 3.56135 -3.47750 0.2 0.2 -0.2
N -0.84280 2.25673 -3.29192 -0.6 -0.8 0.2
O -0.55346 1.34642 -4.07713 -0.5 0.9 1.2
O -1.65586 2.18325 -2.36313 1.2 -0.1 -1.4
H 0.53080 3.48209 -4.32594 -0.2 -0.1 0.2
H -0.91827 4.31564 -3.66825 0.1 -0.1 0.2
H 0.39752 3.77684 -2.55884 -0.2 0.0 -0.1
C 6.44020 -0.46813 6.21292 0.2 0.2 -0.2
N 6.82299 -1.62609 7.06507 0.7 -0.7 0.6
O 8.01967 -1.93599 7.09454 -1.9 0.3 0.1
O 5.91137 -2.19120 7.68046 1.2 0.6 -0.8
H 7.33713 -0.07041 5.73353 -0.2 -0.2 0.2
H 5.73119 -0.82942 5.46516 0.1 0.1 0.3
H 5.98478 0.28251 6.86219 0.0 -0.2 -0.1
C -8.24032 -2.68733 -1.85988 0.2 0.2 0.3
N -8.93564 -2.40310 -3.14413 -0.6 0.0 -0.9
O -8.67433 -1.33216 -3.70425 -0.5 -1.4 0.5
O -9.72406 -3.26317 -3.55376 1.3 1.5 0.5
H -7.58104 -1.84990 -1.62213 -0.2 -0.2 -0.2
H -9.00562 -2.80628 -1.09011 0.1 -0.1 -0.2
H -7.66468 -3.60566 -1.99303 -0.2 0.1 0.0
C 3.04717 1.72152 5.78655 -0.1 -0.1 -0.1
N 3.74179 2.39836 6.91479 0.4 0.3 0.9
O 3.50692 1.98236 8.05528 0.5 0.8 -1.5
O 4.50335 3.32810 6.62367 -1.0 -1.3 0.5
H 2.41307 0.92784 6.18712 0.2 0.2 0.0
H 2.44527 2.47317 5.27167 0.3 -0.2 0.1
H 3.81385 1.30748 5.12837 -0.2 0.2 0.2
C 0.63649 5.73137 5.63933 -0.1 0.3 0.2
N 0.24224 4.40303 5.09746 -0.9 -0.7 -0.1
O -0.91314 4.02192 5.31837 2.0 0.3 -0.5
O 1.10371 3.78042 4.46552 -1.2 0.6 0.6
H -0.21479 6.16357 6.16941 0.2 -0.2 -0.2
H 1.47527 5.57365 6.32045 0.0 0.0 -0.2
H 0.92399 6.35996 4.79396 0.1 -0.2 0.2
C -6.91907 1.95518 -3.38457 -0.3 -0.3 0.1
N -5.60677 2.03671 -4.08081 0.9 0.5 -0.3
O -5.15279 0.98983 -4.55713 -0.4 2.2 0.7
O -5.06946 3.14938 -4.12964 -0.6 -1.9 0.0
H -7.27323 0.92274 -3.41792 0.2 0.2 -0.1
H -6.76510 2.27695 -2.35252 0.0 0.1 -0.3
H -7.61158 2.61759 -3.90810 0.2 0.0 0.2